# 1
{"formula": "CH6P2S", "method": "wB97M-V/def2-TZVPD", "elements": ["C", "P", "P", "S", "H", "H", "H", "H", "H", "H"], "coordinates": [[1.106186, 1.262041, -0.584664], [-1.935559, -1.705942, 1.311932], [0.430089, 0.369051, 0.834255], [-1.521969, -0.039659, -0.006145], [0.522656, 1.156321, -1.573168], [2.119624, 0.958768, -0.766068], [1.173509, 2.332714, -0.460833], [-1.027784, -1.215029, 2.282932], [-0.932526, -2.642145, 0.884998], [1.184078, -1.589656, 0.569144]], "forces_ev_per_a": [[-0.73, 0.25, -2.42], [0.23, 0.31, -0.12], [0.04, -2.92, -0.45], [0.70, -0.61, 0.70], [0.86, -0.25, 1.54], [0.54, -0.38, -0.12], [-0.19, 0.42, 0.63], [-0.27, -0.11, 0.28], [-0.20, 0.35, -0.23], [-0.99, 2.96, 0.18]], "e_tot_ha": -1122.499558, "homo_ev": -8.67, "orbital_gap_ev": 8.478, "lumo_energy_ev": -0.20, "e_above_lowest_kcal_mol": 37.6}

# 2
{"formula": "C29H26BIN8O2PbS3", "method": "wB97M-V/def2-TZVPD", "elements": ["Pb", "O", "C", "O", "C", "C", "C", "N", "C", "C", "C", "C", "C", "C", "C", "N", "C", "C", "C", "C", "C", "N", "H", "H", "H", "H", "H", "H", "H", "H", "H", "H", "C", "N", "C", "C", "N", "B", "N", "C", "C", "N", "C", "C", "S", "C", "S", "H", "H", "H", "H", "H", "H", "H", "H", "H", "H", "H", "H", "S", "I", "C", "C", "C", "C", "C", "N", "H", "H", "H", "H"], "coordinates": [[0.344008, -0.099842, 0.929227], [-4.006708, 5.658148, -2.399019], [-3.252904, 4.970910, -3.112811], [-3.150566, 4.919557, -4.354641], [-2.266873, 4.046106, -2.337180], [-2.361836, 3.861612, -0.971305], [-1.408386, 3.090034, -0.303922], [-0.443097, 2.444376, -0.965657], [-0.370059, 2.580604, -2.297354], [-1.238421, 3.410813, -3.000699], [0.659999, 1.798110, -3.027179], [0.567483, 1.603171, -4.410417], [1.502523, 0.813910, -5.052452], [2.496179, 0.205276, -4.300261], [2.516811, 0.455906, -2.938690], [1.646482, 1.242457, -2.318576], [-1.432878, 3.017342, 1.185299], [-2.290480, 3.871101, 1.891513], [-2.267261, 3.897042, 3.269190], [-1.401789, 3.051187, 3.940577], [-0.613352, 2.205493, 3.188269], [-0.613640, 2.182100, 1.859078], [-3.190722, 4.335316, -0.465496], [-1.148154, 3.589649, -4.062198], [-0.236736, 2.051843, -4.975012], [1.450763, 0.665214, -6.124410], [3.231862, -0.444775, -4.754054], [3.262035, -0.009713, -2.305120], [-2.966557, 4.524610, 1.361103], [-2.905922, 4.580849, 3.815046], [-1.345126, 3.040752, 5.020365], [0.055599, 1.498228, 3.664260], [4.079042, 1.305481, 1.068216], [4.253960, -0.101419, 1.331194], [5.126783, -0.949892, 0.678359], [4.902062, -2.185980, 1.170765], [3.910813, -2.117524, 2.116198], [3.390607, -3.341836, 2.907763], [1.891777, -3.651705, 2.591655], [1.104149, -4.330414, 3.492156], [-0.072376, -4.628587, 2.901562], [-0.011736, -4.139719, 1.619665], [-1.087721, -4.206687, 0.660066], [1.182349, -3.508626, 1.453247], [1.637574, -2.743604, -0.000863], [3.502783, -0.837261, 2.198563], [2.315064, -0.154136, 3.192406], [4.943447, 1.665399, 0.510237], [3.994710, 1.844608, 2.011386], [3.169513, 1.479507, 0.487776], [5.815630, -0.594432, -0.067265], [5.355332, -3.124428, 0.911437], [4.050351, -4.295502, 2.552025], [3.480371, -3.129522, 4.090732], [1.457282, -4.544077, 4.484454], [-0.939763, -5.144161, 3.270393], [-1.515732, -5.213158, 0.668265], [-0.687578, -3.964356, -0.322004], [-1.843126, -3.463472, 0.923450], [-1.615025, -1.022072, 2.063523], [-4.615739, 0.676194, 1.051542], [-3.948037, -0.668339, -0.419541], [-4.753190, -1.757183, -0.715100], [-4.305734, -2.638349, -1.687599], [-3.089475, -2.395083, -2.304124], [-2.380890, -1.264360, -1.933661], [-2.806064, -0.411962, -1.005356], [-5.693232, -1.903288, -0.203611], [-4.901429, -3.503476, -1.951757], [-2.692374, -3.063727, -3.055980], [-1.426620, -1.030263, -2.387671]], "forces_ev_per_a": [[-0.45, -0.32, -0.19], [-0.04, -0.02, 0.06], [0.12, -0.08, 0.09], [0.03, 0.00, -0.03], [-0.23, 0.27, -0.07], [-0.08, -0.03, 0.04], [0.09, -0.13, -0.52], [0.05, -0.04, 0.05], [-0.39, 0.35, 0.43], [0.18, -0.17, -0.07], [0.28, -0.33, -0.02], [-0.05, 0.03, -0.06], [0.05, -0.01, 0.09], [0.00, 0.03, -0.10], [-0.03, 0.03, 0.04], [-0.09, 0.03, 0.10], [0.15, -0.13, 0.83], [-0.01, 0.04, -0.16], [0.08, -0.06, 0.08], [-0.07, 0.12, 0.11], [0.12, -0.20, -0.06], [-0.41, 0.84, -0.60], [0.06, 0.03, -0.13], [-0.06, -0.01, -0.01], [-0.01, -0.02, 0.03], [-0.04, -0.02, 0.01], [0.02, -0.02, 0.02], [0.09, -0.03, 0.06], [0.08, 0.01, 0.07], [-0.06, -0.02, -0.02], [0.02, -0.05, 0.01], [-0.04, -0.02, 0.02], [-0.11, 0.16, -0.02], [-0.05, -0.53, -0.08], [0.07, 0.05, -0.04], [0.18, -0.05, -0.09], [0.11, 0.24, -0.10], [-0.13, 0.00, -0.09], [-0.36, 0.15, -0.09], [-0.06, -0.11, 0.10], [0.05, -0.19, 0.10], [0.29, 0.09, 0.29], [-0.21, 0.11, 0.01], [-0.01, -0.25, -0.31], [0.23, -0.10, -0.28], [0.18, 0.38, 0.05], [-0.19, -0.10, 0.42], [0.00, -0.04, 0.00], [-0.01, -0.02, -0.03], [0.02, 0.02, 0.01], [-0.02, -0.02, -0.03], [-0.01, -0.03, 0.01], [0.17, -0.04, -0.01], [-0.01, -0.07, 0.13], [-0.01, 0.04, 0.03], [-0.05, 0.06, 0.05], [0.08, 0.01, -0.03], [0.01, -0.07, 0.02], [0.02, 0.04, -0.04], [0.49, -0.05, 0.10], [-0.03, 0.05, -0.16], [-0.15, 0.19, 0.20], [-0.04, -0.22, -0.16], [-0.07, 0.06, 0.16], [0.07, -0.04, -0.07], [0.00, 0.00, 0.07], [0.05, 0.23, -0.17], [0.01, 0.00, 0.01], [0.01, -0.03, 0.00], [0.00, 0.00, -0.01], [0.09, 0.01, -0.05]], "total_charge": -2, "e_tot_ha": -3419.413773, "homo_ev": -1.41, "orbital_gap_ev": 5.471, "lumo_energy_ev": 4.07, "e_above_lowest_kcal_mol": 6.0}

# 3
{"formula": "C3H6O3", "method": "wB97M-V/def2-TZVPD", "elements": ["C", "C", "C", "O", "O", "O", "H", "H", "H", "H", "H", "H"], "coordinates": [[0.873230, 0.218832, 0.177148], [-1.631855, 0.029351, -0.532858], [-0.590379, 0.153095, 0.610756], [2.863541, -0.836766, 0.200113], [1.594090, -0.692871, 0.760290], [1.288053, 1.005580, -0.644652], [-1.977476, -0.958784, -0.820180], [-0.940235, 0.385822, -1.383424], [-2.582957, 0.606617, -0.253280], [-0.713307, -0.733701, 1.231798], [-0.883770, 1.057155, 1.255517], [2.701067, -0.234326, -0.601227]], "forces_ev_per_a": [[-2.29, 1.69, -0.60], [1.08, 1.59, -0.88], [-1.10, -0.15, 1.72], [0.21, 1.21, -1.62], [-0.26, -1.57, 1.34], [0.49, -0.53, -0.20], [0.39, -0.37, 0.44], [-2.25, 0.15, 0.49], [1.67, -0.38, -0.95], [0.23, 0.16, 0.43], [0.87, -1.20, -0.98], [0.96, -0.60, 0.81]], "e_tot_ha": -343.523295, "homo_ev": -10.95, "orbital_gap_ev": 11.746, "lumo_energy_ev": 0.80, "e_above_lowest_kcal_mol": 82.4, "smiles": "CCC(=O)OO"}

# 4
{"formula": "C25H21BrCl2CsF6N8O3PS", "method": "wB97M-V/def2-TZVPD", "elements": ["Cs", "N", "C", "S", "N", "N", "C", "C", "C", "C", "C", "C", "N", "H", "H", "H", "H", "H", "H", "H", "O", "C", "N", "C", "O", "C", "C", "C", "C", "C", "N", "C", "C", "C", "C", "C", "N", "H", "H", "H", "H", "H", "H", "H", "H", "O", "C", "C", "C", "N", "C", "Br", "C", "H", "H", "H", "H", "F", "P", "F", "F", "F", "F", "F", "Cl", "C", "Cl", "H", "H"], "coordinates": [[0.241759, 1.321995, -0.210521], [3.839698, -1.903003, 4.325004], [2.703466, -2.148566, 3.655908], [1.193201, -1.923016, 4.354557], [3.054989, -2.730914, 2.430758], [2.097871, -2.851639, 1.539654], [1.481141, -3.894404, 1.143025], [0.823883, -3.933984, -0.181494], [-0.096155, -4.948871, -0.488432], [-0.663710, -4.939095, -1.746216], [-0.291303, -3.959571, -2.648923], [0.658868, -3.018815, -2.268286], [1.216795, -3.012523, -1.070606], [3.874366, -1.381544, 5.181162], [4.626570, -1.847239, 3.705245], [1.507233, -4.822330, 1.722667], [-0.354188, -5.691527, 0.256599], [-1.419146, -5.682338, -1.999223], [-0.767122, -3.894968, -3.614870], [0.964528, -2.226000, -2.939262], [-1.863019, -1.278117, -3.952319], [-1.499409, -0.778604, -2.890794], [-0.756595, 0.331694, -2.753213], [0.378912, 0.569014, -3.392932], [1.207847, -0.247223, -3.831994], [0.712062, 2.039677, -3.579704], [1.238486, 2.438757, -4.808619], [1.536229, 3.786063, -4.950719], [1.382247, 4.665270, -3.881715], [0.893413, 4.164219, -2.689340], [0.503610, 2.905136, -2.591143], [-1.997142, -1.417213, -1.603295], [-3.069575, -2.309264, -1.660151], [-3.451364, -2.959401, -0.492512], [-2.749953, -2.719848, 0.677995], [-1.702709, -1.813981, 0.625441], [-1.331996, -1.191973, -0.475069], [1.385829, 1.711497, -5.596518], [1.930955, 4.149356, -5.887978], [1.677094, 5.700083, -4.002724], [0.757715, 4.776649, -1.801086], [-3.557803, -2.483600, -2.607453], [-4.269406, -3.681422, -0.515458], [-2.984112, -3.241243, 1.589578], [-1.123507, -1.604738, 1.511124], [-3.389860, 3.112410, 5.326482], [-2.920623, 2.341533, 4.317693], [-1.951245, 1.354723, 4.499612], [-1.496127, 0.668834, 3.389615], [-1.976030, 0.863823, 2.164412], [-2.895839, 1.786580, 2.030116], [-3.547572, 2.032558, 0.251081], [-3.404188, 2.574044, 3.043741], [-2.893290, 2.916237, 6.125958], [-1.520053, 1.159580, 5.461306], [-0.715361, -0.052587, 3.478283], [-4.136176, 3.361863, 2.875131], [1.337901, 2.522701, 1.971786], [0.729272, 4.006791, 2.085433], [1.754552, 4.253674, 3.274657], [-0.327552, 3.760770, 0.868829], [0.120468, 5.466327, 2.198716], [-0.373686, 3.421635, 3.100112], [1.801561, 4.500833, 0.995768], [3.629585, 2.060039, -1.891294], [3.602242, 0.296021, -1.941851], [3.201355, -0.368828, -0.348455], [4.596826, -0.039320, -2.204851], [2.833289, -0.022678, -2.658425]], "forces_ev_per_a": [[0.05, -0.63, 0.42], [0.69, 0.21, -0.22], [-0.70, -0.17, 0.39], [0.52, -0.26, -0.71], [-1.68, 0.06, -0.11], [0.60, -0.64, 0.30], [0.40, 0.38, -0.18], [-0.20, -0.21, -0.29], [0.62, 0.62, 0.47], [-0.29, -0.23, -0.17], [-0.17, -0.17, 0.04], [0.01, -0.14, -0.13], [-0.04, -0.18, 0.65], [-0.38, 0.04, 0.00], [0.53, -0.02, 0.16], [0.10, 0.20, 0.07], [-0.06, 0.02, -0.01], [0.18, 0.16, -0.05], [0.04, 0.08, -0.13], [0.00, 0.06, -0.16], [0.00, -0.17, 0.04], [0.01, -0.08, -0.18], [0.22, 0.04, -0.20], [-0.65, 0.18, -0.22], [0.03, -0.13, -0.12], [0.05, 0.28, -0.34], [-0.06, 0.33, 0.38], [0.10, -0.14, -0.02], [0.34, -0.05, -0.34], [-0.31, 0.21, -0.37], [-0.09, -0.60, 0.18], [-0.44, -0.37, -0.02], [0.04, 0.16, 0.33], [-0.15, -0.16, -0.34], [-0.02, 0.06, -0.33], [-0.14, -0.40, 0.34], [0.02, 0.28, -0.49], [0.04, 0.07, 0.05], [0.01, 0.08, -0.13], [-0.08, 0.01, 0.16], [0.05, 0.00, -0.09], [-0.01, 0.02, -0.03], [0.15, 0.20, 0.05], [-0.07, -0.02, 0.23], [0.14, 0.04, 0.19], [-0.09, -0.01, 0.05], [0.41, -0.25, -0.11], [-0.20, 0.11, -0.34], [-0.55, 0.50, 0.24], [0.06, -0.01, -0.15], [-0.13, 0.11, -0.19], [0.00, 0.02, 0.11], [-0.42, 0.29, -0.05], [0.05, 0.01, 0.07], [0.15, -0.04, 0.38], [0.45, -0.45, 0.11], [0.21, -0.26, -0.06], [0.17, -0.79, -0.19], [-0.14, 0.25, -0.07], [0.28, 0.64, 0.64], [-0.22, -0.32, -0.28], [-0.01, 0.91, 0.53], [-0.27, 0.12, 0.45], [0.37, 0.23, -0.25], [0.11, 0.26, -0.04], [-0.19, -0.15, -0.09], [0.27, -0.18, 0.02], [0.00, -0.09, -0.04], [0.32, 0.09, 0.20]], "multiplicity": 2, "total_charge": -1, "e_tot_ha": -6482.660721, "homo_ev": [-6.06, -6.06], "orbital_gap_ev": [7.911, 6.433], "lumo_energy_ev": [1.85, 0.37], "e_above_lowest_kcal_mol": 0.0}